(1)
# C48H45N4OP3RuS

A structure of composition C48H45N4OP3RuS in a non-equilibrium geometry (ωB97M-V/def2-TZVPD, the Open Molecules 2025 dataset).

Output
max |F|: 5.7 eV Å⁻¹
spin multiplicity: 2
LUMO energy (alpha / beta): -0.1290 / -0.1321 Ha
net charge: +1
ΔE to the lowest compared entry with this formula, charge and spin: 69.6 kcal per mole
gap between HOMO and LUMO (alpha / beta): 0.2207 / 0.2124 hartree
HOMO (alpha / beta): -9.518 / -9.376 eV

Structure (XYZ):
```
103
Properties=species:S:1:pos:R:3:forces:R:3:mulliken_charge:R:1
Ru 0.32639 0.00439 -0.38975 5.33 -0.41 -1.98 -0.994
O 3.31650 -2.97462 0.64117 0.43 -0.03 -0.16 -0.813
S 1.93595 -2.46678 0.66808 -0.52 -0.52 0.65 1.157
C 0.86263 -3.83378 0.17491 -0.10 0.19 -0.07 0.045
C 1.34195 -5.12789 0.30916 0.15 -0.03 -0.02 -0.567
C 0.50720 -6.19713 0.03719 -0.02 0.02 -0.01 -0.947
C -0.80198 -5.96631 -0.36710 -0.06 -0.01 -0.02 -0.923
C -1.25549 -4.67245 -0.55361 0.03 0.05 0.01 -0.630
C -0.41812 -3.58344 -0.31013 0.22 0.19 0.12 -0.042
P -0.97093 -1.90243 -0.81066 -0.71 -0.11 -0.32 2.883
C -2.64765 -1.83706 -0.10235 0.05 0.18 0.07 0.699
C -2.81547 -2.20675 1.23348 0.05 -0.02 -0.09 -0.812
C -4.05485 -2.08711 1.84044 0.03 0.00 0.07 -0.577
C -5.13685 -1.59633 1.12205 -0.04 0.01 0.02 -0.724
C -4.97276 -1.20788 -0.19908 -0.02 0.05 -0.02 -0.786
C -3.72982 -1.31149 -0.80653 0.07 -0.09 0.06 -0.832
C -1.21024 -2.14367 -2.61486 0.16 0.24 0.00 0.652
C -0.25602 -1.58056 -3.46500 -0.10 -0.08 0.07 -0.919
C -0.35650 -1.73035 -4.84047 0.00 -0.04 -0.01 -0.732
C -1.42219 -2.43104 -5.38251 0.03 0.02 -0.05 -0.677
C -2.37533 -2.99403 -4.54628 -0.08 -0.08 0.02 -0.805
C -2.26865 -2.86236 -3.17125 0.03 0.03 0.05 -0.093
C 1.44328 -2.46522 2.42015 -0.03 0.24 -0.07 0.463
C 1.65810 -3.57934 3.21486 0.03 -0.05 -0.05 -0.700
C 1.37486 -3.52106 4.56872 0.02 -0.07 0.02 -0.862
C 0.89156 -2.34692 5.12820 0.01 0.04 0.03 -0.910
C 0.69538 -1.22566 4.33843 0.04 0.03 -0.08 -1.086
C 0.97761 -1.27030 2.97306 -0.11 -0.18 -0.34 -0.116
P 0.80598 0.21063 1.91127 -0.32 0.62 0.17 3.442
C 2.47082 0.95638 1.95693 -0.07 0.12 -0.15 0.420
C 2.65515 2.12854 1.21646 0.08 -0.09 0.12 -0.106
C 3.86855 2.79054 1.24528 -0.06 0.03 -0.02 -0.653
C 4.90884 2.29035 2.01940 0.04 0.01 0.01 -0.794
C 4.73318 1.12859 2.75169 0.07 -0.04 0.02 -0.725
C 3.51779 0.45518 2.72013 -0.13 -0.08 -0.03 -0.529
C -0.15852 1.32044 2.98963 -0.05 -0.04 -0.11 0.229
C 0.43457 2.31342 3.76539 -0.07 -0.10 -0.05 -0.663
C -0.34427 3.07568 4.62506 0.01 0.03 0.01 -0.749
C -1.70965 2.85099 4.71425 0.00 0.05 0.04 -0.806
C -2.30636 1.86867 3.93513 -0.07 -0.06 -0.03 -0.373
C -1.53537 1.10834 3.07170 0.10 -0.02 -0.03 -0.521
H 2.37415 -5.27798 0.60197 -0.01 0.01 0.03 0.669
H 0.87262 -7.20954 0.14503 0.01 0.00 -0.01 0.427
H -1.46714 -6.79666 -0.56382 0.02 -0.01 0.01 0.463
H -2.26649 -4.50325 -0.89976 0.01 -0.04 0.01 0.321
H -1.97044 -2.60051 1.78919 -0.03 -0.02 0.05 0.329
H -4.17690 -2.38020 2.87519 -0.01 -0.02 -0.01 0.507
H -6.10742 -1.51891 1.59407 0.00 0.01 -0.01 0.426
H -5.81265 -0.82537 -0.76464 -0.01 0.01 0.02 0.482
H -3.60522 -0.99858 -1.83409 -0.04 -0.06 -0.04 0.548
H 0.56968 -1.02884 -3.03530 0.05 0.03 -0.04 0.416
H 0.40133 -1.30444 -5.48565 -0.01 0.01 0.01 0.485
H -1.51142 -2.54245 -6.45523 0.00 0.00 0.01 0.404
H -3.20799 -3.54396 -4.96535 0.01 0.00 0.00 0.436
H -3.02389 -3.31025 -2.53976 -0.03 0.01 -0.01 0.247
H 2.05903 -4.48439 2.77968 0.00 -0.01 0.00 0.481
H 1.53676 -4.39398 5.18720 0.01 0.01 0.01 0.401
H 0.68407 -2.29330 6.18866 -0.02 -0.03 0.00 0.432
H 0.34125 -0.30737 4.78586 -0.03 -0.01 0.02 0.511
H 1.83327 2.51359 0.62528 0.02 0.04 -0.08 -0.130
H 4.00825 3.69263 0.66350 -0.01 0.00 0.01 0.465
H 5.85815 2.80930 2.04682 0.00 -0.01 0.00 0.401
H 5.54405 0.74044 3.35417 0.00 -0.02 -0.02 0.432
H 3.38866 -0.46037 3.28427 0.05 0.04 0.04 0.451
H 1.50010 2.48567 3.70552 0.03 0.01 0.03 0.437
H 0.12455 3.83818 5.23328 -0.03 0.01 -0.01 0.443
H -2.31082 3.44160 5.39301 0.00 0.00 -0.01 0.390
H -3.37202 1.69261 4.00515 0.00 0.01 -0.01 0.477
H -1.99193 0.33688 2.45780 -0.06 0.00 0.03 0.283
N 2.06415 -0.03547 -1.29605 -5.16 -0.11 2.28 -0.326
C 3.11892 0.45653 -1.93139 1.46 1.05 -1.22 -0.453
C 4.42246 0.35536 -1.37073 -0.80 -0.21 0.10 -0.061
C 5.51713 0.85930 -2.03517 0.23 0.12 -0.16 -0.682
C 5.37971 1.46046 -3.28297 -0.15 -0.06 0.08 -0.482
C 4.11608 1.56556 -3.86035 0.22 0.07 -0.17 -0.683
C 3.00571 1.08414 -3.20794 -0.22 -0.30 0.68 -0.030
H 4.51728 -0.14187 -0.41295 0.05 0.02 0.03 0.467
H 6.49734 0.77688 -1.58236 -0.01 -0.02 -0.02 0.433
H 6.24685 1.83244 -3.81123 0.01 0.02 0.03 0.401
H 4.00710 2.02582 -4.83484 0.01 0.00 0.02 0.406
H 2.01713 1.16039 -3.64614 0.01 -0.01 -0.03 0.268
C -2.14358 3.83602 -3.25257 0.03 -0.08 0.09 -1.008
N -2.96492 2.93977 -2.44583 -0.26 0.09 -0.16 0.206
C -3.37317 3.62765 -1.22309 0.14 -0.03 -0.02 -0.944
N -2.24260 4.14155 -0.45596 -0.15 0.28 0.11 0.177
C -1.44428 5.01164 -1.31293 -0.02 -0.12 0.01 -0.915
N -0.98115 4.34015 -2.52551 -0.04 0.16 -0.06 0.176
C -0.00192 3.30848 -2.25154 0.42 -0.41 0.11 -1.226
P -0.71068 1.94628 -1.17007 -0.78 0.19 0.39 3.152
C -2.27904 1.69570 -2.15994 0.37 -0.21 0.14 -1.092
C -1.44011 3.08421 0.12740 0.22 -0.33 -0.10 -1.425
H -2.75543 4.68891 -3.55011 0.02 0.00 0.00 0.311
H -1.81455 3.31126 -4.15145 0.01 0.01 0.01 0.388
H -3.95100 2.94082 -0.60155 0.00 0.01 0.01 0.367
H -4.00826 4.47128 -1.49850 0.00 -0.02 -0.01 0.288
H -0.58491 5.38435 -0.75252 -0.01 0.00 -0.01 0.394
H -2.06573 5.85805 -1.60965 0.04 0.01 -0.01 0.312
H 0.86216 3.74636 -1.74489 0.02 -0.03 -0.03 0.450
H 0.35094 2.87544 -3.19048 0.01 0.00 0.04 0.385
H -2.93732 1.03532 -1.59213 0.05 0.02 -0.01 0.161
H -2.01281 1.19211 -3.09457 -0.05 -0.06 0.03 0.537
H -0.62242 3.52744 0.70433 -0.01 -0.07 0.05 0.497
H -2.03993 2.48692 0.81901 0.01 0.04 -0.04 0.396
```
Positions in Å, forces in eV/Å.

---

(2)
# C48H46BaClGeN7O6S4

A structure of composition C48H46BaClGeN7O6S4 in a non-equilibrium geometry (ωB97M-V/def2-TZVPD, the Open Molecules 2025 dataset).

Output
max |F|: 2.4 eV Å⁻¹
LUMO energy (alpha / beta): 0.1332 / 0.1332 Ha
net charge: -2
gap between HOMO and LUMO (alpha / beta): 0.1464 / 0.1464 hartree
HOMO (alpha / beta): -0.360 / -0.359 eV

Structure (XYZ):
```
114
Properties=species:S:1:pos:R:3:forces:R:3:mulliken_charge:R:1
Ba 0.31823 -0.84494 -0.60458 1.09 1.00 1.89 0.998
C 3.70449 -0.18444 3.21025 -0.36 -0.28 0.29 -0.346
C 3.31877 1.28160 3.11899 -0.39 0.11 -0.63 -1.375
S 2.14116 1.62913 1.74084 0.28 -0.20 0.54 0.523
C 0.89788 2.65588 2.57560 0.42 -0.17 -0.23 0.394
C 0.16132 2.02767 3.74604 -0.29 -0.40 -0.05 -1.531
S -0.51593 0.36983 3.36934 0.09 -0.01 0.35 0.510
C 0.04192 -0.59096 4.82485 -0.18 0.44 -0.44 -0.951
C 1.54354 -0.73342 5.00413 0.43 -0.31 -0.49 -0.965
S 2.36716 -1.39422 3.50046 -0.11 0.22 0.19 0.083
H 4.45667 -0.32609 3.99188 0.11 0.08 -0.15 0.550
H 4.11120 -0.51354 2.25351 0.16 -0.04 0.03 -0.106
H 4.22408 1.85760 2.91853 0.04 0.03 0.11 0.535
H 2.88143 1.65822 4.04138 0.02 -0.01 0.07 0.472
H 0.20162 2.88701 1.77041 -0.01 0.17 0.01 -1.166
H 1.37607 3.58452 2.89677 -0.11 0.06 -0.04 0.752
H -0.68398 2.66933 4.00301 0.10 0.07 0.08 0.629
H 0.79743 1.92400 4.62553 0.01 0.07 0.01 0.584
H -0.40358 -1.57041 4.65879 -0.09 -0.08 0.05 0.153
H -0.40170 -0.14649 5.71938 -0.01 -0.13 0.04 0.490
H 1.73676 -1.43068 5.82217 -0.01 0.10 0.08 0.573
H 2.01561 0.21497 5.24786 -0.02 0.08 0.10 0.389
N 3.24998 -4.22307 0.91384 0.00 -0.03 0.04 0.240
C 4.27920 -3.42426 0.50824 0.04 0.33 -0.13 0.557
C 5.64452 -3.62986 0.43784 -0.04 -0.02 0.03 -1.095
C 6.40780 -2.58958 -0.07262 0.15 -0.04 -0.02 -0.480
C 5.81879 -1.39806 -0.48957 0.17 0.14 -0.02 -0.688
C 4.45114 -1.18330 -0.40856 -0.24 -0.19 0.09 -0.428
C 3.66305 -2.21792 0.09292 0.85 -0.32 0.09 -0.491
N 2.31276 -2.31749 0.25977 -0.13 -0.39 0.27 1.923
C 2.06460 -3.53393 0.73884 0.41 -0.22 -0.01 -1.091
C 0.76509 -4.11603 0.95621 0.07 -1.86 0.72 -0.691
C 0.74088 -5.47149 1.29796 0.80 1.04 -0.22 -0.526
S -0.54102 -6.57466 1.31729 -0.74 -0.89 0.07 -0.570
C -1.58231 -3.64175 1.06509 -0.29 -0.14 0.48 -0.328
N -0.27749 -3.28290 0.73800 -0.25 1.36 -0.42 0.641
H 3.33311 -5.16463 1.25141 -0.13 0.10 -0.04 0.211
H 6.09372 -4.56392 0.74974 0.04 -0.03 0.03 0.405
H 7.47958 -2.71371 -0.15941 0.05 0.02 -0.01 0.360
H 6.45458 -0.62566 -0.90080 0.01 0.10 -0.01 0.418
H 3.98924 -0.26499 -0.74228 -0.06 0.14 -0.11 0.384
H 1.69286 -5.95262 1.51952 0.08 0.24 -0.01 0.044
H -2.14544 -4.22247 0.33276 -0.32 -0.02 0.20 0.650
O -4.34740 3.65974 1.24722 0.42 0.01 -0.13 -0.635
C -5.08279 2.56700 1.30140 -0.43 0.26 0.15 0.338
O -6.29007 2.62000 1.44466 0.24 -0.08 -0.07 -0.695
C -4.36312 1.28106 1.19596 0.05 -0.61 0.02 0.883
C -4.88740 0.01022 1.45628 0.22 0.51 -0.09 -0.141
Cl -6.45670 -0.40793 1.95339 0.01 -0.07 0.08 -0.198
N -3.90214 -0.90739 1.26567 -0.49 1.43 -0.22 0.494
N -2.79187 -0.27951 0.85988 0.48 0.49 -0.17 0.049
C -3.01874 1.01957 0.82279 -0.41 -0.70 0.26 -0.950
C -1.81720 1.88355 0.55519 -0.06 0.27 0.21 0.167
O -1.89604 3.08233 0.92015 -0.30 0.23 0.06 -1.100
O -0.81897 1.33576 0.06300 -0.34 0.46 0.14 0.658
C -3.74016 -2.25575 1.58102 -0.37 -1.70 0.18 -0.309
C -2.34104 -2.59810 1.83839 -0.03 0.39 0.05 1.556
C -2.05514 -3.94884 2.50158 0.48 0.00 -0.10 -0.042
C -3.20881 -4.79028 2.69940 -0.67 -0.13 -0.41 -0.692
C -4.42685 -4.48036 2.18441 0.60 -0.93 0.56 -0.839
C -4.71844 -3.19994 1.63063 0.36 1.44 -0.43 -0.932
H -3.33050 3.46549 1.13877 -0.34 -0.05 0.11 0.426
H -1.72124 -1.77097 2.16087 0.03 -0.15 -0.03 -1.340
H -1.26927 -3.99763 3.24618 0.07 0.01 -0.09 0.441
H -3.05992 -5.71701 3.23353 -0.04 -0.08 0.05 0.388
H -5.24409 -5.18371 2.27789 -0.02 -0.06 0.03 0.369
H -5.73141 -2.96777 1.33714 -0.03 0.04 0.02 0.467
C 0.03097 -5.42487 -2.03047 0.55 -0.25 0.08 -0.530
O -1.09370 -4.55948 -1.99377 -0.45 0.60 0.03 -0.400
C -0.87408 -3.23701 -1.97384 -0.27 -1.47 -0.53 0.597
O 0.19355 -2.70120 -2.16696 0.52 -0.61 -1.23 -0.842
N -2.05542 -2.58876 -1.88092 -0.85 -0.11 0.14 -0.046
N -2.04626 -1.20242 -1.74113 -0.93 0.15 -0.66 0.079
H -0.02754 -6.02973 -2.93988 -0.03 0.11 0.03 0.274
H -0.01295 -6.06158 -1.14480 -0.05 0.02 -0.05 0.036
H 0.94897 -4.83958 -2.02274 -0.01 -0.06 -0.05 0.239
H -2.83137 -3.13120 -1.51540 0.17 0.16 0.00 0.284
H -2.32499 -0.91610 -0.80094 -0.20 -0.17 -0.05 -0.005
H -2.67395 -0.76440 -2.41376 0.23 -0.14 0.05 0.166
C 1.72616 1.04574 -1.98917 0.24 -0.36 -0.31 -1.774
Ge 0.44338 2.38260 -2.48269 -0.02 1.34 -0.55 2.639
C 0.84837 3.87608 -1.21760 -0.37 -0.37 -0.30 0.421
C 2.11930 3.87178 -0.65617 0.13 -0.12 -0.19 -0.727
C 2.50428 4.83178 0.26002 0.16 0.20 0.10 -0.459
C 1.61086 5.81718 0.64544 0.14 0.10 0.11 -0.501
C 0.34306 5.83740 0.09261 -0.18 0.21 0.02 -0.663
C -0.02666 4.88028 -0.83662 -0.14 0.15 -0.02 0.139
C -1.51630 2.14963 -2.91856 0.72 -0.37 0.35 -0.042
C -1.79478 1.24929 -3.94199 0.30 -0.02 -0.21 0.044
C -3.09093 0.90570 -4.28103 -0.19 -0.06 -0.20 -1.002
C -4.15315 1.43970 -3.56652 -0.11 -0.10 -0.07 -0.499
C -3.89642 2.31665 -2.52715 -0.28 0.10 -0.01 -0.337
C -2.59380 2.67376 -2.22019 0.01 0.26 0.06 0.233
C 1.07142 3.18020 -4.23562 -0.26 -0.36 0.45 -0.388
C 0.22694 3.60133 -5.25159 -0.28 -0.01 0.05 -0.108
C 0.72538 4.10491 -6.44067 -0.04 0.14 -0.25 -0.773
C 2.09283 4.20324 -6.63141 0.04 0.08 -0.17 -0.393
C 2.95157 3.79828 -5.62270 0.23 0.09 -0.13 -0.730
C 2.43953 3.29165 -4.44373 0.13 -0.10 0.18 -0.270
H 2.80085 3.08037 -0.93712 0.09 -0.06 0.05 0.161
H 3.50087 4.80679 0.68452 0.02 -0.04 0.03 0.386
H 1.90195 6.56584 1.37336 0.00 0.01 0.02 0.360
H -0.36365 6.60094 0.39347 -0.05 0.02 0.00 0.387
H -1.01917 4.92191 -1.25860 -0.13 0.02 -0.02 0.291
H -0.96676 0.81236 -4.48923 0.00 -0.08 -0.07 0.403
H -3.28144 0.22420 -5.10296 0.04 -0.03 0.02 0.366
H -5.17210 1.17721 -3.82385 -0.02 -0.03 0.03 0.363
H -4.72089 2.72974 -1.95880 0.00 0.05 0.05 0.474
H -2.42390 3.37580 -1.42135 -0.01 0.06 0.17 -0.455
H -0.84484 3.52768 -5.11491 -0.07 0.01 -0.03 0.222
H 0.04819 4.42259 -7.22597 -0.03 0.00 0.01 0.369
H 2.48734 4.59261 -7.56246 0.01 0.01 -0.02 0.352
H 4.02314 3.87662 -5.76456 0.03 -0.02 0.01 0.372
H 3.10069 2.95267 -3.65830 0.18 -0.04 0.05 0.281
```
Positions in Å, forces in eV/Å.

---

Question: What is the net charge in the first record?
Answer: +1